150
Properties=species:S:1:pos:R:3:forces:R:3:lowdin_charge:R:1 method="wB97M-V/def2-TZVPD" e_lumo_ev=0.48 energy_ha=-2569.3140 multiplicity=1 smiles=CC1(C)CCCC(C)(C)N1O.CC1(C)CCCC(C)(C)N1O.CC1(C)CCCC(C)(C)N1O.COCCNCCOC.COCCNCCOC.CO.CO de_lowest_kcal_mol=455.56
C -5.662 -5.174 -3.075 -0.71 1.11 -0.89 -0.040
C -4.906 -4.310 -2.061 0.99 -0.16 -1.43 -0.527
C -5.058 -4.886 -0.723 -0.45 -0.17 1.90 -0.043
C -3.446 -4.482 -2.530 -0.21 0.45 -1.09 -0.132
C -2.461 -3.522 -1.953 -0.26 -1.38 -0.11 -0.234
C -2.818 -2.101 -2.228 -1.84 -0.94 -1.02 -0.158
C -4.313 -1.815 -1.897 -0.39 2.72 2.34 -0.403
C -4.295 -1.560 -0.309 -0.07 0.55 -1.01 0.000
C -4.816 -0.552 -2.727 0.08 -0.74 0.10 -0.007
N -5.262 -2.867 -2.199 0.36 -2.33 -1.48 -0.093
O -6.669 -2.639 -1.914 1.72 0.16 0.28 0.001
H -5.333 -4.760 -4.028 -0.22 -0.37 -0.37 0.082
H -5.462 -6.245 -3.056 0.28 0.15 0.31 0.091
H -6.744 -5.042 -3.059 -0.12 -0.06 0.34 0.077
H -6.096 -4.778 -0.410 -0.02 0.00 0.28 0.092
H -4.811 -5.947 -0.700 0.00 -0.04 -0.14 0.093
H -4.409 -4.391 0.000 -0.10 0.03 0.18 0.077
H -3.113 -5.519 -2.500 -0.18 -0.13 0.65 0.132
H -3.403 -4.288 -3.602 -0.32 0.17 -0.32 0.121
H -2.327 -3.725 -0.890 -0.02 0.08 -0.04 0.102
H -1.516 -3.704 -2.463 -0.21 -0.42 0.03 0.095
H -2.673 -1.903 -3.290 -0.18 0.01 -0.12 0.121
H -2.055 -1.534 -1.695 -1.81 -0.97 -2.24 0.044
H -3.562 -2.238 0.129 -0.36 -0.32 0.28 0.065
H -5.284 -1.640 0.142 0.05 -0.41 -0.05 0.081
H -3.950 -0.566 -0.025 0.12 0.31 -0.35 0.072
H -4.103 0.223 -3.005 0.60 -0.18 0.55 0.054
H -5.657 -0.015 -2.287 -0.08 -0.32 0.17 0.078
H -5.126 -0.976 -3.682 -0.24 0.05 -0.08 0.079
H -7.020 -2.773 -2.797 -0.32 0.20 -0.06 0.092
C 1.795 -1.455 -1.430 -0.35 0.65 1.26 -0.013
C 0.775 -1.687 -0.248 0.53 -0.01 0.81 -0.385
C -0.065 -2.977 -0.481 1.36 0.36 1.25 -0.022
C 1.636 -1.961 1.061 0.27 1.91 -2.18 -0.121
C 2.271 -0.684 1.674 -1.78 0.53 -1.05 -0.139
C 1.100 0.333 1.882 0.77 -0.53 0.43 -0.105
C 0.218 0.670 0.615 -0.03 -0.27 1.59 -0.380
C -1.095 1.379 1.199 1.00 -0.49 -0.78 0.000
C 1.105 1.544 -0.311 -5.78 -1.51 -1.22 -0.078
N -0.196 -0.592 0.053 0.63 -1.54 0.75 -0.058
O -1.173 -0.446 -0.965 2.14 0.30 2.42 -0.116
H 2.700 -0.892 -1.200 -0.14 0.36 0.73 0.067
H 2.247 -2.407 -1.711 -0.71 -0.14 -0.77 0.099
H 1.272 -0.841 -2.164 0.63 -0.46 -0.01 0.054
H 0.571 -3.827 -0.233 0.54 -0.23 -0.85 0.094
H -0.683 -3.081 0.411 -0.91 0.46 -0.24 0.093
H -0.597 -3.130 -1.420 1.08 0.56 0.88 0.032
H 1.081 -2.533 1.805 0.06 0.01 0.03 0.118
H 2.510 -2.491 0.683 -1.38 -0.19 -0.76 0.077
H 2.795 -0.987 2.580 -0.88 0.90 -0.52 0.052
H 3.008 -0.156 1.068 -0.02 -0.64 -0.73 0.087
H 1.610 1.232 2.228 -0.98 -0.30 0.06 0.049
H 0.499 -0.026 2.717 -0.35 -0.06 -0.07 0.118
H -0.774 2.354 1.566 -0.33 -1.61 0.48 0.018
H -1.615 0.776 1.943 0.68 -0.22 0.40 0.088
H -1.904 1.576 0.497 0.55 -0.07 -0.51 0.071
H 0.440 1.805 -1.135 0.32 0.09 -0.16 0.082
H 1.972 0.987 -0.666 -0.63 0.25 -0.07 0.069
H 1.380 2.451 0.227 -4.24 -2.29 -0.93 0.013
H -1.864 -1.053 -0.689 0.03 0.89 1.75 0.050
C 3.481 4.671 1.380 0.48 0.20 1.05 -0.008
C 3.563 3.208 1.816 0.82 -0.01 -1.12 -0.422
C 2.809 2.784 3.081 0.46 2.08 0.31 -0.023
C 2.934 2.509 0.573 6.01 -0.50 1.09 -0.221
C 4.037 2.101 -0.437 0.11 -1.60 1.20 -0.086
C 5.196 1.360 0.346 -0.96 -0.41 -2.93 -0.135
C 5.989 2.204 1.191 -0.32 3.90 0.44 -0.573
C 6.862 1.358 2.045 1.25 -0.03 0.65 -0.031
C 6.742 3.286 0.361 0.83 1.19 0.94 -0.020
N 5.020 2.901 2.074 -1.14 -1.18 -0.10 -0.123
O 5.542 3.639 3.165 0.00 -0.01 -0.77 -0.005
H 4.376 4.818 0.776 -0.14 0.33 -0.04 0.081
H 3.566 5.265 2.290 -0.15 0.63 -0.31 0.084
H 2.615 4.887 0.753 -0.14 0.26 0.47 0.081
H 3.040 3.500 3.870 0.11 0.28 0.08 0.078
H 3.183 1.852 3.505 -0.60 -0.40 -0.54 0.097
H 1.742 2.921 2.911 -0.09 -0.55 0.27 0.087
H 2.439 1.591 0.888 1.74 0.90 0.47 0.043
H 2.201 2.986 -0.078 3.06 2.71 0.94 0.087
H 4.298 2.899 -1.131 0.67 0.23 0.54 0.118
H 3.618 1.366 -1.124 -0.03 -0.17 -0.04 0.090
H 5.930 1.018 -0.383 -0.19 -0.54 -0.30 0.131
H 4.913 0.506 0.962 -0.76 -0.11 -0.43 0.112
H 7.483 0.626 1.529 -0.24 -0.01 -0.45 0.096
H 7.586 1.993 2.556 -0.14 -0.07 0.49 0.090
H 6.204 0.820 2.727 0.23 -0.02 0.28 0.091
H 6.218 3.953 -0.324 -0.78 -1.06 -0.64 0.069
H 6.975 4.113 1.032 0.57 -0.28 0.79 0.075
H 7.699 3.019 -0.088 -0.10 -0.45 -0.10 0.081
H 5.701 2.957 3.822 0.03 0.01 0.35 0.091
C 4.693 -5.445 1.954 1.83 -2.09 -0.09 -0.160
O 4.876 -4.118 2.195 -1.50 1.04 -0.93 -0.152
C 3.613 -3.522 2.410 0.80 1.32 0.98 -0.219
C 3.910 -2.564 3.544 -1.04 1.88 0.76 -0.155
N 2.686 -1.942 4.060 -0.17 0.16 1.26 -0.105
C 1.817 -2.731 4.879 -0.30 -1.39 -1.05 -0.232
C 1.122 -1.863 5.867 -0.14 0.25 1.80 -0.172
O 2.128 -1.041 6.585 -0.94 -2.13 -1.78 -0.205
C 1.684 -0.185 7.583 -0.92 1.12 -1.25 -0.123
H 4.039 -5.829 1.171 -0.74 0.82 -0.19 0.089
H 4.419 -5.895 2.908 0.06 -0.76 -0.06 0.096
H 5.674 -5.742 1.584 0.16 -0.79 0.48 0.093
H 2.732 -4.144 2.567 0.42 -0.92 0.45 0.131
H 3.286 -2.930 1.555 1.45 -0.77 0.97 0.061
H 4.451 -1.771 3.027 0.36 0.23 0.24 0.114
H 4.549 -2.839 4.383 0.13 -1.05 -0.25 0.130
H 2.765 -1.198 4.738 1.79 0.88 -0.77 0.101
H 2.336 -3.576 5.332 0.02 -0.18 0.35 0.126
H 1.047 -3.101 4.202 -0.42 -0.70 0.31 0.112
H 0.541 -2.469 6.562 0.48 -0.37 0.57 0.120
H 0.273 -1.376 5.386 0.54 1.39 -0.28 0.121
H 1.031 -0.646 8.324 0.75 -0.29 0.63 0.090
H 1.020 0.543 7.115 -0.24 0.46 -0.07 0.081
H 2.578 0.385 7.836 -0.24 -0.31 1.00 0.098
C -0.977 4.190 1.044 1.15 -0.19 0.14 -0.164
O -1.808 3.770 0.016 -2.28 2.39 -0.80 -0.210
C -3.100 4.513 0.018 0.92 -0.31 -0.68 -0.153
C -3.513 4.898 -1.392 0.48 -2.33 -1.12 -0.180
N -3.714 3.641 -2.214 -0.72 1.15 -0.45 -0.044
C -3.698 3.870 -3.692 -0.52 -0.13 0.77 -0.170
C -5.043 4.380 -4.282 -0.15 0.26 0.40 -0.200
O -5.614 3.736 -5.411 0.73 0.97 -0.24 -0.182
C -6.143 2.470 -5.205 0.17 -0.71 0.14 -0.126
H -1.311 3.816 2.012 -0.30 0.60 0.29 0.095
H -0.725 5.248 1.115 -0.37 0.28 -0.37 0.104
H -0.071 3.624 0.825 0.42 0.70 0.24 0.069
H -3.053 5.494 0.491 0.51 -0.25 0.79 0.115
H -3.805 3.853 0.522 -0.28 0.21 -0.09 0.128
H -2.722 5.456 -1.893 0.34 0.41 0.29 0.113
H -4.388 5.547 -1.365 -0.28 -0.33 -0.03 0.116
H -2.943 3.012 -2.046 0.02 0.24 0.41 0.044
H -3.372 2.923 -4.123 -0.29 0.21 -0.26 0.085
H -2.953 4.623 -3.946 0.36 -0.02 -0.11 0.108
H -4.881 5.424 -4.551 -0.07 -0.08 -0.53 0.115
H -5.800 4.453 -3.501 -0.08 -0.43 0.43 0.112
H -5.359 1.716 -5.150 0.23 -0.21 0.27 0.070
H -6.740 2.179 -6.069 -0.16 0.32 0.03 0.090
H -6.738 2.421 -4.292 -0.19 -0.03 0.11 0.091
C -1.269 1.148 -2.768 0.19 -0.92 -0.35 -0.134
O -1.415 1.366 -4.162 0.19 1.05 -0.14 -0.100
H -1.612 1.869 -2.026 -0.67 0.40 -0.48 0.070
H -1.654 0.161 -2.512 -0.05 1.03 -0.79 0.059
H -0.205 1.156 -2.530 -0.03 -0.45 -0.73 0.074
H -2.339 1.374 -4.421 -0.05 -0.17 0.11 0.065
C -0.047 -1.918 -4.032 -0.86 0.47 -0.61 -0.125
O -0.204 -0.963 -5.112 0.47 -1.35 0.59 -0.106
H -1.021 -2.163 -3.608 0.22 0.22 -0.09 0.033
H 0.294 -2.885 -4.402 0.60 0.29 -0.25 0.094
H 0.563 -1.506 -3.228 -0.27 -0.69 -0.95 0.030
H -0.522 -0.162 -4.689 -0.25 0.52 -0.20 0.010